# 1
The following is a quantum chemistry calculation of the molecule C9H16Si2 in a non-equilibrium geometry, from the OMol25 dataset.

```
27
Properties=species:S:1:pos:R:3:forces:R:3:nbo_charge:R:1
C 0.14494 1.82741 1.61747 2.025 -3.323 0.167 -1.060
Si 0.51003 1.03690 -0.18094 -2.451 -1.213 1.303 1.596
C -0.41389 2.01152 -1.49061 -0.282 1.303 1.303 -1.118
C 2.29935 0.89140 -0.60676 -1.285 0.212 -1.248 -1.118
C -0.22441 -0.77174 -0.43214 -0.341 -0.125 1.628 -0.396
C -0.06775 -1.09728 -1.76736 1.720 -1.260 -1.920 -0.244
C -0.24793 -2.37341 -2.31833 -2.020 -1.634 3.735 -0.185
C -0.74436 -3.37166 -1.38125 0.471 4.497 -0.835 -0.200
C -1.10754 -3.02906 -0.08960 1.960 1.501 0.128 -0.218
C -0.77496 -1.77129 0.47399 -0.268 1.504 -1.033 -0.393
Si -1.18123 -1.43627 2.34950 1.085 1.373 -1.568 0.850
H -0.48440 2.63925 1.57812 -1.444 1.961 -0.251 0.227
H -0.23841 1.14236 2.44582 0.471 0.731 -1.448 0.238
H 1.12731 2.13225 2.00112 -0.134 0.288 -0.084 0.227
H -0.25724 3.07970 -1.36651 0.175 0.472 0.602 0.235
H 0.03456 1.92128 -2.43811 0.132 -0.880 -1.510 0.235
H -1.50870 1.94777 -1.47887 0.316 -0.560 -0.226 0.250
H 2.43018 1.58870 -1.41968 0.342 0.139 -0.541 0.237
H 2.78902 1.31011 0.19732 1.678 0.542 1.829 0.237
H 2.63719 -0.08889 -0.89215 0.149 -0.304 0.099 0.256
H 0.53760 -0.48255 -2.44684 -0.679 0.613 0.317 0.201
H -0.20176 -2.71095 -3.33044 0.583 0.454 -0.599 0.214
H -0.98704 -4.27783 -1.74803 -0.553 -3.136 -1.043 0.196
H -1.37310 -3.78176 0.58905 -0.888 -1.109 0.699 0.204
H -1.88642 -0.04495 2.61203 0.566 -1.643 -0.139 -0.134
H 0.11640 -1.62774 3.05360 -0.076 0.607 0.141 -0.160
H -1.85500 -2.59582 2.77277 -1.254 -1.009 0.493 -0.176
```
Positions in Å, forces in eV/Å.

## Properties
Multiplicity = 1
Relative energy (zero: lowest compared OMol25 entry of this formula, charge and spin) = 0.2207 eV
Structure (SMILES) = C[Si](C)(C)c1ccccc1[SiH3]
E_LUMO = 0.9 eV

# 2
The following is a quantum chemistry calculation of a cluster of 9 separate species, C18H39N16O10PS2 in total in a non-equilibrium geometry, from the OMol25 dataset.

```
86
Properties=species:S:1:pos:R:3:forces:R:3:mulliken_charge:R:1
O -1.59375 -0.49403 -1.96464 -0.073 -0.467 0.463 -0.652
C -1.20424 -1.41326 -1.28208 0.597 -0.749 0.240 0.738
C -1.99695 -1.95228 -0.04263 0.245 0.685 -0.993 -0.465
S -3.76237 -1.53230 0.02325 0.917 -0.001 -0.143 -0.167
C -1.34060 -2.67382 0.90473 -0.109 0.240 -0.589 -0.188
C 0.18576 -2.96645 0.81616 -1.591 0.544 -0.328 0.341
O 0.76318 -3.19799 1.86092 0.208 -0.248 -0.753 -0.656
C 0.83175 -2.89233 -0.57846 0.368 0.528 -2.268 0.120
C 2.09105 -3.51165 -0.96525 -1.316 0.295 -0.883 0.397
P 3.11331 -4.48786 0.23961 1.833 1.270 -0.568 0.264
S 4.76612 -3.47043 0.58245 -0.302 -0.214 0.196 -0.445
C 2.63095 -3.37898 -2.33081 -1.711 0.844 0.153 -0.337
C 1.90729 -2.61360 -3.35605 -0.461 -0.665 2.834 -1.114
C 0.63362 -1.99934 -2.97898 1.298 -0.838 0.688 -1.012
C 0.12415 -2.11910 -1.62953 0.895 -0.815 0.271 0.496
H -3.89848 -0.49337 -0.89836 0.687 -0.587 0.483 0.233
H -1.94076 -3.02502 1.78481 0.942 0.318 -0.751 0.480
H 2.44219 -4.78800 1.45195 -0.281 -0.281 -0.824 0.062
H 3.54606 -5.68192 -0.43283 -1.007 0.243 0.338 0.033
H 3.60003 -3.87568 -2.60377 -1.053 0.584 0.416 0.433
H 2.34730 -2.52528 -4.37425 -0.680 0.007 0.926 0.486
H 0.07767 -1.44100 -3.76819 0.437 -0.380 0.965 0.753
N 0.04696 0.64248 2.98430 0.360 -0.022 0.184 -0.190
C -1.12566 1.32860 3.05346 0.149 -0.016 0.022 0.544
N -2.09062 0.89700 2.19309 -0.373 0.057 -0.049 -0.215
O -1.30372 2.25994 3.82624 -0.105 -0.010 -0.023 -0.715
H 0.20581 -0.12338 2.35625 -0.113 0.022 0.015 0.133
H 0.79085 0.92934 3.60492 -0.048 0.070 -0.036 0.298
H -2.97209 1.37825 2.21393 0.081 -0.063 -0.076 0.143
H -1.96727 0.13583 1.55086 -0.039 0.037 0.068 0.104
N -0.22842 -2.12543 -8.19779 0.127 0.145 -0.383 -0.443
C -0.02811 -2.25830 -6.85787 0.058 0.040 0.063 0.623
N -0.93208 -3.05145 -6.21915 -0.103 -0.187 0.342 -0.318
O 0.89184 -1.70821 -6.27391 -0.037 -0.030 -0.015 -0.593
H -0.97706 -2.56779 -8.69689 0.018 0.016 0.058 0.142
H 0.41967 -1.54671 -8.70248 -0.068 -0.049 0.057 0.223
H -0.81593 -3.17357 -5.22779 -0.030 -0.012 -0.097 0.256
H -1.69452 -3.51176 -6.67976 0.029 0.052 0.005 0.167
N -4.16938 3.67037 -0.75344 -0.619 0.405 0.043 -0.318
C -3.66271 2.45570 -1.10346 0.491 -0.127 0.005 0.652
N -2.32563 2.34459 -0.96696 0.338 -0.301 -0.058 -0.091
O -4.36950 1.53727 -1.50993 -0.302 -0.124 0.062 -0.723
H -3.60487 4.43117 -0.41933 0.207 -0.166 -0.028 0.145
H -5.16219 3.79645 -0.83966 0.102 -0.053 0.001 0.203
H -1.90930 1.46292 -1.21678 -0.118 0.063 -0.069 0.011
H -1.73912 3.09022 -0.63260 -0.019 0.200 0.063 0.321
N 0.08940 6.63262 0.91864 0.376 -0.260 0.365 -0.361
C -0.71805 6.14501 -0.05262 0.213 0.192 0.064 0.446
N -1.15807 7.07142 -0.94119 -0.354 -0.018 -0.528 -0.314
O -1.02722 4.96053 -0.12199 -0.287 -0.104 -0.019 -0.677
H 0.35101 7.59878 0.99220 -0.233 0.028 -0.006 0.191
H 0.43650 5.97799 1.59880 -0.060 0.030 -0.068 0.216
H -1.76071 6.75087 -1.67890 0.134 0.012 0.016 0.215
H -0.91591 8.04469 -0.89607 -0.125 -0.009 0.229 0.177
N 7.37372 -5.37781 -2.75183 0.303 0.249 -0.052 -0.422
C 6.05490 -5.55634 -3.02260 0.078 0.123 0.072 0.696
N 5.63618 -6.85271 -3.01040 -0.362 -0.300 -0.014 -0.391
O 5.30160 -4.62485 -3.25872 0.076 -0.157 -0.115 -0.695
H 8.00970 -6.12739 -2.55502 -0.064 0.017 0.010 0.152
H 7.71729 -4.43318 -2.75136 -0.058 -0.082 0.058 0.223
H 4.66562 -7.02271 -3.20701 0.108 0.006 -0.014 0.217
H 6.23768 -7.63173 -2.81878 -0.001 0.062 0.007 0.160
N 3.84499 3.15001 5.39319 0.340 0.100 -0.275 -0.403
C 2.63062 2.57349 5.61501 -0.114 -0.033 0.004 0.580
N 2.11841 2.77482 6.85938 -0.290 -0.089 0.308 -0.387
O 2.04669 1.92703 4.76431 0.180 -0.063 -0.027 -0.662
H 4.34217 3.68579 6.07926 -0.056 -0.034 -0.009 0.157
H 4.25356 3.02161 4.48413 -0.044 0.001 0.090 0.215
H 1.22233 2.36399 7.05731 0.056 0.068 -0.066 0.226
H 2.58083 3.30317 7.57482 0.007 -0.015 -0.065 0.167
N -3.42575 7.93401 1.91690 -0.081 -0.299 -0.239 -0.284
C -2.66455 9.05863 1.96588 -0.055 -0.145 -0.008 0.612
N -3.03887 9.96530 2.90942 0.092 0.395 0.163 -0.424
O -1.71536 9.24073 1.21893 0.168 0.160 -0.043 -0.630
H -4.20847 7.76248 2.51979 0.064 0.011 0.008 0.173
H -3.17636 7.24153 1.23136 0.019 0.039 0.094 0.170
H -2.49763 10.80931 2.97409 -0.057 -0.083 -0.002 0.228
H -3.81389 9.83506 3.53211 0.034 -0.038 -0.042 0.153
N -1.43174 -5.67749 2.60227 0.317 0.230 -0.006 -0.296
C -2.75641 -5.85859 2.34792 -0.071 0.116 -0.008 0.714
N -3.17080 -7.15672 2.35464 -0.318 -0.316 -0.063 -0.420
O -3.51495 -4.92826 2.13048 0.049 -0.023 0.004 -0.588
H -0.78914 -6.42530 2.78420 -0.051 0.024 0.015 0.181
H -1.09123 -4.73114 2.60638 0.146 -0.141 0.108 0.149
H -4.14365 -7.32776 2.17058 0.095 0.026 0.021 0.233
H -2.56444 -7.93536 2.53103 -0.001 0.064 0.006 0.145
```
Positions in Å, forces in eV/Å.

## Properties
Multiplicity = 1
Structure (SMILES) = O=C1C(S)=CC(=O)c2c([PH2]=S)cccc21.NC(N)=O.NC(N)=O.NC(N)=O.NC(N)=O.NC(N)=O.NC(N)=O.NC(N)=O.NC(N)=O
E_LUMO = -0.9 eV

# 3
The following is a quantum chemistry calculation of the molecule C5H6O2, from the OMol25 dataset.

```
13
Properties=species:S:1:pos:R:3:forces:R:3:nbo_charge:R:1
C -2.25759 0.28399 1.44087 0.383 -0.179 -0.609 -0.223
C -1.32982 -0.07279 0.75623 -0.289 0.185 0.402 -0.005
C -0.16182 -0.46800 -0.05405 0.008 0.051 0.085 -0.430
C 1.05328 -0.63001 0.86675 0.168 0.156 0.265 0.470
O 1.90253 0.21245 1.03667 -0.529 -0.402 -0.352 -0.522
C 0.16654 0.55832 -1.14715 -0.282 0.111 0.158 -0.046
O 1.29140 0.16044 -1.89692 0.030 -0.064 0.022 -0.713
H -3.13749 0.60704 1.95890 0.304 -0.106 -0.023 0.245
H -0.37826 -1.44548 -0.51733 0.169 0.247 0.127 0.249
H 1.11382 -1.59795 1.38642 -0.006 -0.076 0.166 0.121
H 0.32284 1.53662 -0.67482 -0.097 -0.120 -0.135 0.184
H -0.68927 0.60924 -1.82308 0.163 0.132 -0.021 0.192
H 2.06725 0.27200 -1.33393 -0.023 0.067 -0.084 0.478
```
Positions in Å, forces in eV/Å.

## Properties
Multiplicity = 1
Relative energy (zero: lowest compared OMol25 entry of this formula, charge and spin) = 2.4418 eV
Structure (SMILES) = C#C[C@H](C=O)CO
E_LUMO = 0.7 eV

- Which value of multiplicity does entry 2 give?
  1

What did the third record say?
The following is a quantum chemistry calculation of the molecule C5H6O2, from the OMol25 dataset.

```
13
Properties=species:S:1:pos:R:3:forces:R:3:nbo_charge:R:1
C -2.25759 0.28399 1.44087 0.383 -0.179 -0.609 -0.223
C -1.32982 -0.07279 0.75623 -0.289 0.185 0.402 -0.005
C -0.16182 -0.46800 -0.05405 0.008 0.051 0.085 -0.430
C 1.05328 -0.63001 0.86675 0.168 0.156 0.265 0.470
O 1.90253 0.21245 1.03667 -0.529 -0.402 -0.352 -0.522
C 0.16654 0.55832 -1.14715 -0.282 0.111 0.158 -0.046
O 1.29140 0.16044 -1.89692 0.030 -0.064 0.022 -0.713
H -3.13749 0.60704 1.95890 0.304 -0.106 -0.023 0.245
H -0.37826 -1.44548 -0.51733 0.169 0.247 0.127 0.249
H 1.11382 -1.59795 1.38642 -0.006 -0.076 0.166 0.121
H 0.32284 1.53662 -0.67482 -0.097 -0.120 -0.135 0.184
H -0.68927 0.60924 -1.82308 0.163 0.132 -0.021 0.192
H 2.06725 0.27200 -1.33393 -0.023 0.067 -0.084 0.478
```
Positions in Å, forces in eV/Å.

## Properties
Multiplicity = 1
Relative energy (zero: lowest compared OMol25 entry of this formula, charge and spin) = 2.4418 eV
Structure (SMILES) = C#C[C@H](C=O)CO
E_LUMO = 0.7 eV